Entry 1:
C21H23NORhS4Se as an isolated structure, computed with the ωB97M-V functional and the def2-TZVPD basis.

## Properties
HOMO-LUMO gap (spin up / spin down) = 5.339 / 5.193 eV
net charge = +1
max |F| = 2.72 eV/Å
2S+1 = 1
E_LUMO (spin up / spin down) = -5.044 / -5.094 eV
highest occupied orbital energy (spin up / spin down) = -10.383 / -10.287 eV

Geometry as XYZ:
```
52
Properties=species:S:1:pos:R:3:nbo_charge:R:1
Rh -1.55 -0.37 -0.13 0.335
C -0.89 0.97 3.22 -0.543
C -1.62 -0.35 3.30 -0.551
S -2.75 -0.72 1.95 0.403
C -3.98 0.61 1.97 -0.563
C -3.59 1.93 1.33 -0.551
S -2.67 1.74 -0.25 0.466
C -1.32 2.92 -0.09 -0.555
C -0.47 2.85 1.16 -0.550
S 0.02 1.17 1.65 0.349
H -0.16 1.02 4.02 0.256
H -1.57 1.81 3.34 0.219
H -2.20 -0.41 4.22 0.254
H -0.92 -1.18 3.28 0.259
H -4.29 0.77 3.00 0.253
H -4.82 0.17 1.43 0.269
H -2.99 2.56 1.97 0.224
H -4.51 2.47 1.08 0.260
H -1.76 3.92 -0.19 0.253
H -0.72 2.72 -0.97 0.268
H -0.92 3.33 2.02 0.231
H 0.46 3.37 0.95 0.264
C 9.30 -2.00 -1.18 -0.724
C 8.00 -1.26 -1.06 0.462
O 7.54 -0.82 -0.05 -0.535
S 7.19 -1.15 -2.67 0.219
C 5.50 -0.81 -2.27 -0.158
C 5.11 0.06 -1.25 -0.199
C 3.77 0.17 -0.93 -0.174
C 2.80 -0.54 -1.64 -0.082
C 3.20 -1.33 -2.73 -0.169
C 4.54 -1.46 -3.04 -0.213
C 1.44 -0.49 -1.25 -0.047
C 0.26 -0.50 -0.89 -0.336
H 9.89 -1.87 -0.27 0.246
H 9.87 -1.66 -2.05 0.244
H 9.09 -3.06 -1.32 0.252
H 5.85 0.62 -0.70 0.249
H 3.46 0.82 -0.12 0.216
H 2.44 -1.84 -3.31 0.229
H 4.85 -2.09 -3.86 0.232
Se -2.74 -1.77 -1.63 0.263
C -4.51 -1.35 -1.06 -0.203
C -5.07 -0.11 -1.33 -0.306
C -6.35 0.17 -0.85 0.026
N -7.06 -0.71 -0.13 -0.402
C -6.53 -1.91 0.09 0.045
C -5.26 -2.28 -0.35 -0.279
H -4.54 0.63 -1.91 0.237
H -6.82 1.12 -1.04 0.206
H -7.14 -2.60 0.65 0.211
H -4.87 -3.27 -0.14 0.240
```



Entry 2:
A single C5H9N3 molecule, computed with the ωB97M-V functional and the def2-TZVPD basis.

## Properties
HOMO-LUMO gap = 9.227 eV
net charge = 0
SMILES = C=C1C=NNC[C@H]1N
max |F| = 1.58 eV/Å
2S+1 = 1
E_LUMO = 0.819 eV
highest occupied orbital energy = -8.408 eV

Geometry as XYZ:
```
17
Properties=species:S:1:pos:R:3:nbo_charge:R:1
C -0.19 0.84 0.27 -0.087
C 1.24 0.47 0.73 -0.251
C -0.09 -1.63 -0.31 -0.017
C -0.92 -0.49 0.07 -0.080
C -2.24 -0.61 0.17 -0.333
H 0.36 2.41 -0.86 0.350
H 0.22 1.07 -1.73 0.362
H -0.69 1.44 1.03 0.203
H 1.14 0.01 1.74 0.174
H 1.93 1.32 0.81 0.205
H 2.78 -0.58 -0.02 0.370
H -0.60 -2.56 -0.54 0.192
H -2.82 -1.49 -0.09 0.199
H -2.87 0.26 0.37 0.200
N -0.23 1.59 -0.98 -0.817
N 1.80 -0.43 -0.21 -0.458
N 1.16 -1.62 -0.45 -0.211
```



Entry 3:
An isolated ion of composition C3H9N4 and charge +1, computed with the ωB97M-V functional and the def2-TZVPD basis.

## Properties
HOMO-LUMO gap = 8.867 eV
net charge = +1
SMILES = [H]/N=N/C=[NH+]/CCN
max |F| = 2.40 eV/Å
2S+1 = 1
E_LUMO = -4.975 eV
highest occupied orbital energy = -13.842 eV

Geometry as XYZ:
```
16
Properties=species:S:1:pos:R:3:nbo_charge:R:1
C 0.77 0.93 -0.12 -0.234
C 1.88 0.04 0.45 -0.230
C -1.67 0.63 0.01 0.311
N -3.68 -0.63 0.26 -0.123
N -2.76 -0.02 -0.21 -0.064
N -0.45 0.15 -0.05 -0.505
N 1.74 -1.27 -0.16 -0.866
H 0.68 1.86 0.44 0.228
H 0.98 1.17 -1.17 0.215
H 2.85 0.52 0.28 0.210
H 1.74 -0.07 1.53 0.210
H -1.79 1.71 0.04 0.251
H -4.39 -0.93 -0.42 0.369
H -0.23 -0.85 -0.11 0.457
H 2.07 -1.27 -1.12 0.376
H 2.27 -1.98 0.35 0.394
```



Entry 4:
C4H4LiO5Tl as an isolated structure, computed with the ωB97M-V functional and the def2-TZVPD basis.

## Properties
HOMO-LUMO gap = 7.510 eV
net charge = 0
max |F| = 9.21 eV/Å
2S+1 = 1
E_LUMO = -0.870 eV
highest occupied orbital energy = -8.379 eV

Geometry as XYZ:
```
15
Properties=species:S:1:pos:R:3:lowdin_charge:R:1
O 1.23 0.36 0.31 -0.001
C 0.23 -0.48 -0.11 -0.661
C 1.19 1.54 -0.45 -0.143
O 0.68 -1.44 -0.93 -0.335
O -0.74 0.28 -0.71 -0.012
C -0.23 1.56 -1.01 -0.135
H 1.95 1.53 -1.23 0.122
H 1.34 2.41 0.20 0.123
H -0.22 1.73 -2.09 0.124
H -0.83 2.32 -0.50 0.123
Tl -0.51 -3.23 -1.11 0.948
O -1.02 -2.36 1.06 -0.285
C -0.50 -1.30 1.32 -0.491
O -1.13 -0.50 2.24 -0.182
Li -1.43 -2.42 3.01 0.804
```



Entry 5:
A single C3H6O2S molecule, computed with the ωB97M-V functional and the def2-TZVPD basis.

## Properties
HOMO-LUMO gap = 9.933 eV
net charge = 0
SMILES = O=C(O)CCS
max |F| = 6.06 eV/Å
2S+1 = 1
E_LUMO = 0.612 eV
highest occupied orbital energy = -9.321 eV

Geometry as XYZ:
```
12
Properties=species:S:1:pos:R:3:nbo_charge:R:1
O 0.83 0.95 2.06 -0.593
C 0.79 1.06 0.85 0.800
O 1.18 2.12 0.21 -0.679
C 0.18 0.03 -0.31 -0.490
C -0.89 -1.12 0.13 -0.553
S -2.05 -1.33 -1.30 -0.015
H 1.94 2.46 0.71 0.502
H 1.01 -0.54 -0.89 0.227
H -0.23 0.71 -0.91 0.213
H -0.45 -2.10 0.43 0.223
H -1.17 -0.71 1.20 0.262
H -1.14 -1.55 -2.17 0.103
```



Entry 6:
A 7-piece molecular cluster, C26H47N8O2 overall, computed with the ωB97M-V functional and the def2-TZVPD basis.

## Properties
HOMO-LUMO gap = 5.649 eV
net charge = -1
max |F| = 3.10 eV/Å
2S+1 = 1
E_LUMO = 1.584 eV
highest occupied orbital energy = -4.065 eV

Geometry as XYZ:
```
83
Properties=species:S:1:pos:R:3:lowdin_charge:R:1
N 0.84 7.34 1.73 0.026
C 0.74 6.62 0.44 -0.403
N -0.39 5.66 0.42 0.017
C 2.11 5.84 0.26 -0.678
O 2.23 4.65 0.56 -0.065
O 3.08 6.59 -0.18 -0.156
H -0.02 7.29 2.27 0.046
H 1.14 8.30 1.63 0.055
H 0.57 7.31 -0.43 0.126
H -0.39 5.12 1.29 0.067
H -1.27 6.19 0.48 0.037
C -5.38 4.02 -1.64 -0.111
C -5.25 5.47 -2.10 -0.268
C -4.14 6.22 -1.36 -0.194
C -4.45 6.41 0.06 -0.243
N -4.69 6.55 1.17 0.138
H -5.68 3.96 -0.59 0.059
H -6.14 3.50 -2.24 0.072
H -4.43 3.48 -1.76 0.082
H -6.21 5.98 -1.97 0.109
H -5.02 5.47 -3.17 0.107
H -4.01 7.20 -1.83 0.117
H -3.19 5.69 -1.47 0.120
C 2.33 -1.08 0.60 -0.136
C 2.55 0.37 0.21 -0.262
C 2.66 1.31 1.41 -0.193
C 1.39 1.41 2.15 -0.234
N 0.41 1.49 2.73 0.121
H 1.38 -1.22 1.11 0.061
H 2.33 -1.72 -0.29 0.035
H 3.13 -1.44 1.26 0.066
H 1.74 0.69 -0.46 0.117
H 3.48 0.44 -0.37 0.072
H 2.94 2.31 1.06 0.084
H 3.45 0.97 2.08 0.118
C 0.19 -4.78 1.19 -0.106
C -0.32 -5.32 -0.14 -0.265
C 0.54 -4.88 -1.33 -0.215
C 0.45 -3.44 -1.57 -0.224
N 0.38 -2.31 -1.76 0.161
H 0.13 -3.69 1.23 0.067
H -0.41 -5.17 2.01 0.069
H 1.23 -5.07 1.37 0.076
H -1.36 -5.02 -0.28 0.113
H -0.31 -6.42 -0.09 0.086
H 0.20 -5.41 -2.22 0.069
H 1.58 -5.17 -1.17 0.118
C 5.69 3.32 -0.33 -0.087
C 7.11 2.74 -0.31 -0.266
C 7.25 1.46 -1.14 -0.197
C 6.49 0.35 -0.57 -0.223
N 5.89 -0.53 -0.13 0.157
H 4.98 2.64 0.13 0.054
H 5.66 4.26 0.22 0.084
H 5.37 3.52 -1.36 0.086
H 7.41 2.56 0.72 0.108
H 7.79 3.49 -0.71 0.104
H 8.30 1.18 -1.19 0.111
H 6.92 1.65 -2.17 0.119
C 0.59 -10.03 0.07 -0.105
C 0.08 -10.58 -1.26 -0.265
C 0.93 -10.14 -2.45 -0.190
C 0.85 -8.70 -2.70 -0.198
N 0.78 -7.57 -2.89 0.179
H 0.53 -8.94 0.10 0.061
H -0.02 -10.42 0.89 0.074
H 1.62 -10.33 0.25 0.078
H -0.96 -10.27 -1.40 0.113
H 0.09 -11.67 -1.21 0.107
H 0.59 -10.67 -3.35 0.118
H 1.98 -10.43 -2.29 0.121
C -4.66 -0.17 2.17 -0.111
C -4.83 1.34 2.05 -0.259
C -6.29 1.78 2.07 -0.197
C -7.03 1.34 0.89 -0.244
N -7.61 0.99 -0.04 0.136
H -5.10 -0.69 1.31 0.071
H -3.60 -0.43 2.21 0.075
H -5.14 -0.55 3.08 0.072
H -4.34 1.68 1.13 0.111
H -4.31 1.81 2.88 0.114
H -6.33 2.88 2.11 0.115
H -6.78 1.42 2.98 0.117
```



Entry 7:
C2H5N3S2 as an isolated structure, computed with the ωB97M-V functional and the def2-TZVPD basis.

## Properties
HOMO-LUMO gap = 7.994 eV
net charge = 0
max |F| = 5.61 eV/Å
2S+1 = 1
E_LUMO = -0.787 eV
highest occupied orbital energy = -8.780 eV

Geometry as XYZ:
```
12
Properties=species:S:1:pos:R:3:nbo_charge:R:1
C -1.16 -0.37 -0.04 0.282
C 0.90 1.14 -0.12 0.218
H 1.70 -2.73 1.09 0.181
H -1.17 -2.58 -0.06 0.453
H -1.21 1.43 0.33 0.437
H 1.75 0.02 -0.27 0.217
H 0.60 3.62 -0.20 0.379
N -0.62 -1.68 -0.13 -0.723
N -0.36 0.74 0.44 -0.675
N 1.18 2.44 -0.44 -0.720
S 1.27 -1.83 -0.31 0.144
S -2.87 -0.22 -0.30 -0.194
```